1.
72
Properties=species:S:1:pos:R:3:forces:R:3 method="wB97M-V/def2-TZVPD" relative_energy_kcal_mol=112.2 total_energy_ev=-119872.507 fmax_ev_per_a=3.080 spin_multiplicity=6 orbital_gap_ev="4.7400 / 5.0190" total_charge=-2 s2=8.958
Mn -0.435333 0.553755 0.780323 -1.0 -2.3 0.2
Cl -5.618227 4.529034 4.812336 0.0 0.2 0.1
C -4.740649 3.234229 4.053479 0.0 0.0 -0.1
C -3.726959 3.529316 3.156579 -0.3 0.0 0.2
C -3.035047 2.512480 2.531799 -0.1 -0.2 0.0
N -2.028607 2.822703 1.598051 -0.1 0.2 -0.2
C -1.030996 3.830635 1.825368 0.8 -0.4 -0.2
O -1.248331 4.924256 2.365307 -0.3 0.3 0.2
C -2.306681 2.668280 0.225228 0.0 -0.7 -0.1
C -2.837726 3.734399 -0.492569 -0.3 0.1 -0.4
C -3.108594 3.585857 -1.842827 0.2 -0.5 0.2
C -2.822410 2.351698 -2.434756 -0.3 0.5 0.0
C -2.297218 1.345356 -1.659460 0.1 -0.4 0.3
N -2.021928 1.475599 -0.350846 0.2 1.1 -0.2
C -3.294132 1.141661 2.807783 -0.4 0.3 0.4
C -4.357839 0.886879 3.696932 0.0 -0.3 -0.1
C -5.062478 1.909228 4.288151 0.1 0.3 0.1
Cl -6.370996 1.515068 5.362203 -0.2 -0.2 0.2
N -2.499408 0.203133 2.235672 0.5 -0.7 -0.3
C -2.747209 -1.120348 2.350321 -0.2 1.4 0.3
O -3.700286 -1.691413 2.901705 0.0 -0.4 0.1
C -1.707263 -1.924734 1.668625 0.8 1.4 -1.7
C -1.511466 -3.290374 2.038241 0.5 -1.5 -0.1
C -0.517221 -4.055379 1.537852 -0.5 0.5 0.2
C 0.374114 -3.502090 0.479858 -0.1 -0.4 -0.2
C -0.011184 -2.071524 0.064956 0.9 -0.4 -0.6
N -1.003367 -1.313593 0.729192 -1.2 -1.5 1.6
H -3.458431 4.553636 2.957212 0.0 0.1 -0.1
H -3.057906 4.656411 0.026722 0.1 0.0 0.1
H -3.553426 4.386771 -2.415892 0.0 0.1 0.0
H -3.016372 2.178132 -3.483128 0.0 0.0 0.0
H -2.078668 0.375928 -2.093410 0.1 0.0 0.0
H -4.625751 -0.137058 3.896181 0.0 0.0 0.1
H -2.197031 -3.673880 2.783163 0.0 0.0 0.0
H -0.345166 -5.074561 1.856795 -0.1 -0.1 0.2
H 0.430973 -4.184332 -0.379071 -0.2 0.2 0.1
H -0.125976 -1.952538 -1.023610 0.1 0.0 0.4
S 1.421933 -0.546243 2.016064 -0.5 0.2 -0.4
C 1.435223 -1.640930 0.504669 -1.1 1.3 1.1
N 1.686406 -3.014144 0.925122 0.1 -0.4 -0.6
N 2.932663 -3.628015 0.772821 0.2 0.2 0.7
C 3.510526 -4.071110 -0.405391 0.2 -0.2 -0.5
C 4.859502 -3.786034 -0.660606 -0.2 0.1 0.2
C 5.521166 -4.348053 -1.731749 0.1 -0.1 -0.1
C 4.864779 -5.217327 -2.588642 0.1 -0.1 -0.2
C 3.536521 -5.520273 -2.345198 0.1 0.0 -0.1
C 2.871410 -4.965240 -1.272363 -0.3 0.2 0.1
N 2.100189 -1.040598 -0.554893 1.0 0.1 -1.2
N 1.403155 0.025170 -0.949380 -0.6 -0.5 0.8
C 1.747941 0.558233 -2.140090 0.3 -0.1 -0.4
C 2.712535 -0.032482 -2.995120 0.0 -0.1 0.3
C 2.964826 0.490801 -4.238773 0.0 0.2 -0.2
C 2.288739 1.621526 -4.687124 0.1 0.1 -0.3
C 1.348376 2.222813 -3.854299 0.0 0.1 -0.2
C 1.080798 1.712500 -2.607276 -0.1 0.0 0.3
H 3.581842 -3.072107 1.325862 -0.2 -0.3 -0.1
H 5.378168 -3.099214 -0.006302 0.0 0.1 0.1
H 6.559682 -4.101210 -1.916797 0.0 0.1 0.1
H 5.378854 -5.648016 -3.435989 0.1 0.0 -0.1
H 3.014549 -6.214053 -2.991671 -0.1 0.0 0.0
H 1.847170 -5.245646 -1.095624 -0.1 0.0 0.1
H 3.222401 -0.914868 -2.635296 0.0 0.0 0.0
H 3.689831 0.006306 -4.884435 0.0 0.0 0.0
H 2.484042 2.022786 -5.673197 0.0 0.0 -0.1
H 0.818112 3.104046 -4.199351 0.0 0.0 0.0
H 0.350896 2.188679 -1.964004 0.0 0.0 0.1
C 1.415747 4.270562 1.302519 -0.4 -0.3 -0.2
C 0.215279 3.355056 1.316908 -0.1 0.5 0.4
O 0.326430 2.139741 0.928840 1.8 2.5 -0.1
H 1.799696 4.368479 0.286170 0.1 0.0 -0.1
H 2.214708 3.861945 1.921985 0.0 0.0 0.0
H 1.111104 5.244303 1.678147 0.1 0.1 0.0


2.
79
Properties=species:S:1:pos:R:3:forces:R:3 method="wB97M-V/def2-TZVPD" relative_energy_kcal_mol=20.8 total_energy_ev=-176063.961 fmax_ev_per_a=0.405 spin_multiplicity=4 orbital_gap_ev="5.1804 / 6.4146" total_charge=+1 s2=3.815
Mn 0.325351 -0.509464 1.789434 0.3 0.0 0.2
C -2.635360 4.078684 1.151807 0.0 0.0 0.0
N -1.516437 3.138286 1.249556 0.0 0.1 0.0
C -1.540645 1.828236 1.399974 0.0 0.0 -0.1
N -0.287210 1.370407 1.364815 0.0 0.0 0.0
C 0.477384 2.501868 1.205458 0.1 0.0 0.0
N -0.241766 3.582025 1.124690 -0.1 0.0 0.0
C -2.611527 4.817411 -0.166606 0.0 -0.1 0.0
C -3.057559 6.128051 -0.249894 0.0 0.0 0.0
C -3.031269 6.799140 -1.467392 0.0 0.0 0.0
C -2.537277 6.178810 -2.602228 0.0 0.0 0.0
C -2.083290 4.866004 -2.515805 0.0 0.0 -0.1
C -2.137168 4.188590 -1.305896 0.0 0.0 0.0
C -1.491469 4.199333 -3.673503 0.0 0.0 0.0
N -1.178827 4.667752 -4.828937 0.0 0.0 0.0
N -0.581000 3.623135 -5.529666 0.0 0.1 0.0
C -0.582813 2.611166 -4.739101 0.0 0.0 0.0
O -1.149780 2.891944 -3.538812 0.0 0.0 0.0
C -0.061437 1.260519 -4.935789 0.0 0.0 0.0
C 0.838191 0.983366 -5.962172 0.0 0.0 0.0
C 1.332382 -0.301754 -6.106464 0.0 0.0 0.0
C 0.939325 -1.311072 -5.234090 0.0 0.0 0.0
C 0.031621 -1.038197 -4.221195 0.0 0.0 0.0
C -0.436238 -2.114864 -3.279284 0.0 0.0 0.1
N 0.109947 -1.957865 -1.919119 0.0 0.0 -0.1
C -0.265512 -1.124748 -0.971634 0.0 0.0 0.0
N 0.533146 -1.314880 0.077615 0.0 0.0 0.0
C 1.392862 -2.310971 -0.293831 0.0 0.0 0.0
N 1.158577 -2.713320 -1.507966 -0.1 0.0 0.0
C -0.468577 0.247467 -4.080797 0.0 0.0 0.0
H -2.566910 4.770785 1.989341 0.0 0.0 0.0
H -3.544081 3.487918 1.273996 0.0 0.0 0.0
H -2.425249 1.231035 1.540896 0.0 0.0 0.0
H 1.555299 2.503257 1.165307 0.0 0.0 0.0
H -3.418093 6.635639 0.636693 0.0 0.0 0.0
H -3.379188 7.821365 -1.523133 0.0 0.0 0.0
H -2.482492 6.700844 -3.547776 0.0 0.0 0.0
H -1.762841 3.174637 -1.256237 0.0 0.0 0.0
H 1.143923 1.778387 -6.628760 0.0 0.0 0.0
H 2.034408 -0.521076 -6.899034 0.0 0.0 0.0
H 1.336696 -2.311865 -5.350160 0.0 0.0 0.0
H -0.114257 -3.101612 -3.600739 0.0 0.0 0.0
H -1.522164 -2.118138 -3.188151 0.0 0.0 0.0
H -1.084958 -0.430554 -1.030210 0.0 0.0 0.0
H 2.159363 -2.711685 0.343722 0.0 0.0 0.0
H -1.203388 0.472650 -3.316646 0.0 0.0 0.0
O 1.786917 -2.879122 5.007356 0.0 0.1 0.0
As 1.957162 -1.470182 4.011234 0.0 -0.1 -0.2
O 1.371181 -0.110759 4.657697 -0.1 0.1 -0.1
O 0.886770 -1.935795 2.654750 0.1 -0.2 0.0
C 3.749281 -1.668235 3.358142 0.1 0.0 0.0
C 4.551135 -2.561318 4.064528 0.0 0.0 0.0
C 5.878041 -2.747370 3.707396 0.0 0.0 0.0
C 6.417519 -2.044100 2.642721 0.0 0.0 0.0
C 5.628643 -1.155170 1.929275 0.0 0.0 0.0
C 4.301967 -0.963019 2.284253 -0.1 0.0 0.0
S 3.432858 0.184118 1.243590 0.0 -0.1 0.1
O 3.359030 -0.404754 -0.063278 0.0 0.0 0.0
O 4.010253 1.480353 1.379710 0.0 0.0 0.0
O 2.034370 0.214698 1.884543 0.1 0.2 -0.1
H 1.152857 -2.690971 5.714915 0.0 0.0 0.0
H 4.136053 -3.113257 4.895326 0.0 0.0 0.0
H 6.487460 -3.443003 4.267721 0.0 0.0 0.0
H 7.452752 -2.184992 2.363825 0.0 0.0 0.0
H 6.044356 -0.606539 1.093923 0.0 0.0 0.0
I -4.166836 -7.447018 1.421248 0.0 0.0 0.0
C -3.427889 -5.562057 1.883821 0.0 0.1 0.0
C -3.525148 -5.083183 3.185095 0.0 0.0 0.0
C -3.024823 -3.830117 3.490853 0.0 0.0 0.0
C -2.432491 -3.051168 2.501407 0.0 0.0 0.0
C -2.344633 -3.537635 1.200448 0.0 0.0 0.1
C -2.839568 -4.791646 0.888187 0.0 0.0 0.0
C -1.881222 -1.731210 2.889636 0.1 0.0 -0.1
O -1.845649 -1.290893 4.000711 0.0 0.0 0.1
O -1.391224 -0.985377 1.834597 -0.4 -0.1 0.1
H -3.986344 -5.687247 3.953791 0.0 0.0 0.0
H -3.087908 -3.441691 4.498537 0.0 0.0 0.0
H -1.885389 -2.933485 0.432423 0.0 0.0 -0.1
H -2.769174 -5.174501 -0.120653 0.0 0.0 0.0


3.
67
Properties=species:S:1:pos:R:3:forces:R:3 method="wB97M-V/def2-TZVPD" relative_energy_kcal_mol=2.0 total_energy_ev=-145361.925 fmax_ev_per_a=0.632 orbital_gap_ev=7.0863
Be 0.027177 -0.041038 0.166862 -0.3 0.4 0.2
I 0.277487 -2.008055 -4.322074 -0.1 -0.1 0.3
C 0.163459 -2.775998 -2.376166 0.1 0.1 -0.3
C 0.045197 -4.168223 -2.201717 0.0 -0.1 0.1
C -0.034602 -4.736942 -0.957512 0.0 -0.3 -0.1
I -0.245639 -6.819520 -0.806929 0.0 0.2 0.0
C -0.006967 -3.925684 0.202007 0.0 0.2 0.0
C -0.081986 -4.352623 1.543846 0.0 0.1 0.1
C -0.088360 -3.427737 2.555781 0.0 0.0 0.0
C -0.013403 -2.061726 2.249917 0.0 0.1 -0.1
N 0.084286 -1.629944 1.013618 0.0 -0.2 -0.1
C 0.093530 -2.535135 0.000915 0.0 -0.2 0.1
C 0.200930 -1.926414 -1.288762 0.0 -0.1 -0.2
O 0.317197 -0.631063 -1.308074 0.0 0.1 0.2
H 0.017189 -4.797501 -3.080618 0.0 0.0 0.0
H -0.137018 -5.408750 1.771934 0.0 0.0 0.0
H -0.158802 -3.733630 3.589756 0.0 0.0 0.0
H -0.039022 -1.312967 3.032142 0.0 0.0 0.0
C -0.325020 2.811003 -8.274989 0.0 0.0 0.0
C -0.976720 3.565399 -7.310683 0.0 0.0 0.0
C -0.768076 3.303710 -5.963108 0.0 0.0 0.0
C 0.107471 2.299427 -5.558293 0.0 0.0 0.1
C 0.736515 1.532626 -6.537095 0.0 0.0 0.0
C 0.527915 1.788376 -7.885707 0.0 0.0 0.0
Sb 0.345566 1.808873 -3.461248 0.3 0.3 -0.2
C 0.831418 3.820280 -2.782515 -0.1 -0.2 0.0
C 2.069758 4.116028 -2.215547 0.0 0.0 0.0
C 2.333498 5.371937 -1.683685 0.0 0.0 0.0
C 1.359162 6.359123 -1.712534 0.0 0.0 0.0
C 0.117260 6.076646 -2.262590 0.0 0.0 0.0
C -0.146658 4.814393 -2.776343 0.0 -0.1 0.0
C 2.440735 1.291756 -3.691079 -0.1 0.0 0.0
C 3.274645 2.039964 -4.522662 0.0 0.0 0.1
C 4.615998 1.714805 -4.659889 0.0 0.0 0.0
C 5.146899 0.636281 -3.962166 0.0 -0.1 -0.1
C 4.333405 -0.110927 -3.125507 -0.1 -0.1 -0.3
C 2.988432 0.218380 -2.995768 0.2 -0.4 -0.5
H -0.489781 3.012742 -9.325736 0.0 0.0 0.0
H -1.653231 4.356798 -7.608797 0.0 0.0 0.0
H -1.297621 3.893250 -5.225337 0.0 0.1 0.0
H 1.405250 0.728750 -6.249163 0.0 0.0 0.0
H 1.031553 1.188452 -8.633718 0.0 0.0 0.0
H 2.849923 3.365950 -2.203432 0.1 0.0 0.0
H 3.304326 5.579801 -1.249430 0.0 0.0 0.0
H 1.565024 7.341464 -1.306648 0.0 0.0 0.0
H -0.652532 6.838336 -2.283003 0.0 0.0 0.0
H -1.136142 4.605415 -3.166503 0.0 0.0 0.0
H 2.870000 2.883614 -5.069484 0.0 0.0 0.0
H 5.248853 2.300623 -5.315151 0.0 0.0 0.0
H 6.193088 0.378952 -4.071787 0.0 0.0 0.0
H 4.738348 -0.954913 -2.580706 0.0 0.0 0.0
H 2.356966 -0.390948 -2.356147 0.0 -0.1 -0.4
Br 5.111279 1.879828 -0.813881 0.0 0.3 0.3
C 3.663199 1.662327 0.368920 0.1 0.0 0.1
C 3.757163 2.075528 1.685747 -0.1 -0.1 0.0
C 2.666928 1.868167 2.518336 0.0 0.0 0.0
C 1.542415 1.253094 2.007963 -0.1 0.0 0.0
N 1.465615 0.848649 0.737881 0.1 0.0 0.0
C 2.500234 1.056583 -0.077022 0.0 0.1 0.1
H 4.659519 2.543267 2.054082 0.0 0.0 0.0
H 2.693917 2.187201 3.550299 0.0 0.0 0.0
H 0.660525 1.080692 2.611548 0.0 0.0 0.0
H 2.392050 0.716668 -1.099186 0.0 0.2 0.5
Cl -2.362376 1.253782 -1.044867 -0.1 0.0 0.0
C -1.487027 0.863968 0.499262 0.2 0.0 0.1
H -1.335444 1.840390 0.970035 0.0 0.0 0.0
H -2.240428 0.354485 1.104515 0.1 -0.1 0.0